No. 1
A 2-piece molecular cluster, C3H12N4 overall in a non-equilibrium geometry, computed with the ωB97M-V functional and the def2-TZVPD basis.

The geometry in XYZ format:
```
19
Properties=species:S:1:pos:R:3:mulliken_charge:R:1
C 1.51130 0.80611 -0.48810 0.03
N 1.60794 0.08703 0.69420 -0.65
N 2.38272 0.39651 -1.56616 -0.66
H 2.12924 0.83709 -2.44173 0.22
H 0.65580 -0.60964 0.70773 0.18
H 2.40881 -0.54296 0.65735 0.30
H 3.35510 0.61371 -1.37168 0.21
H 1.41059 1.88683 -0.31144 0.29
H 0.33673 0.49459 -0.88259 0.23
C -1.60907 -0.99739 1.53141 -1.40
N -1.75567 1.00541 -0.50267 -0.40
C -0.82803 -1.02323 0.23821 0.00
N -0.99576 -0.13770 -0.75480 -0.34
H -2.31210 1.21584 -1.31973 0.22
H -2.32392 0.96751 0.33482 0.23
H -0.56173 -2.00667 -0.13769 0.42
H -1.38766 -1.89291 2.11111 0.35
H -2.69038 -0.96933 1.36155 0.38
H -1.33390 -0.13081 2.14023 0.40
```

The HOMO energy comes out at -8.226 eV. The value obtained for the total energy is -9262.642 eV. The energy above the lowest of the compared OMol25 structures with the same formula, charge and spin comes out at 3.663 eV. The multiplicity is 1.

No. 2
A 2-piece molecular cluster, C3H12N4 overall, computed with the ωB97M-V functional and the def2-TZVPD basis.

The geometry in XYZ format:
```
19
Properties=species:S:1:pos:R:3:mulliken_charge:R:1
C 1.21884 -2.09034 -1.55148 -0.89
N 0.26297 -1.05198 -1.21066 -0.36
C 0.44345 0.13672 -2.02450 -0.86
H 1.04747 -2.43352 -2.57498 0.28
H 2.26801 -1.75478 -1.50849 0.30
H 1.08617 -2.94537 -0.89426 0.32
H 0.38852 -0.79932 -0.23731 0.28
H 1.45690 0.55981 -1.96959 0.30
H -0.26097 0.90105 -1.70279 0.27
H 0.23487 -0.11280 -3.06555 0.35
N -1.69655 0.39400 2.44798 -0.49
C -0.66052 0.96464 1.71559 0.60
N -1.05140 1.99619 0.88731 -0.43
N 0.54964 0.56188 1.67685 -0.73
H -1.38217 -0.22157 3.18181 0.22
H -2.39535 1.03889 2.78542 0.23
H -1.91379 2.46890 1.09496 0.19
H -0.28449 2.58767 0.61253 0.27
H 0.68840 -0.20007 2.33717 0.17
```

The HOMO energy comes out at -8.211 eV. The value obtained for the total energy is -9266.037 eV. The energy above the lowest of the compared OMol25 structures with the same formula, charge and spin comes out at 0.267 eV. The multiplicity is 1.

No. 3
A 2-piece molecular cluster, C3H12N4O overall, computed with the ωB97M-V functional and the def2-TZVPD basis.

The geometry in XYZ format:
```
20
Properties=species:S:1:pos:R:3:mulliken_charge:R:1
N 1.71364 0.18275 1.18417 -0.48
C 2.56248 0.93329 0.39967 0.50
N 2.03554 2.16604 0.04506 -0.43
O 3.65668 0.56252 0.03695 -0.62
H 0.72112 0.27020 0.97330 0.33
H 2.00785 -0.77420 1.26823 0.28
H 2.74825 2.78988 -0.30923 0.24
H 1.40332 2.57193 0.70837 0.23
C -3.84863 -1.44454 -0.31671 -0.84
N -2.62307 -1.34560 -1.09328 -0.37
C -1.43414 -1.15262 -0.27218 -0.59
N -1.14435 0.24045 0.03253 -0.57
H -4.68541 -1.66005 -0.97330 0.33
H -3.82089 -2.21466 0.46659 0.30
H -4.05007 -0.49190 0.17626 0.27
H -2.51235 -2.17404 -1.66089 0.24
H -0.57451 -1.56037 -0.80436 0.42
H -1.51964 -1.70262 0.67412 0.33
H -0.96979 0.72357 -0.84147 0.26
H -1.96821 0.68149 0.42467 0.18
```

The HOMO energy comes out at -9.445 eV. The value obtained for the total energy is -11314.410 eV. The energy above the lowest of the compared OMol25 structures with the same formula, charge and spin comes out at 0.000 eV. The multiplicity is 1.

No. 4
A 2-piece molecular cluster, C3H12N7 overall, computed with the ωB97M-V functional and the def2-TZVPD basis.

The geometry in XYZ format:
```
22
Properties=species:S:1:pos:R:3:mulliken_charge:R:1
C 0.03561 -3.67872 0.13601 -0.06
C -0.10228 2.63106 -0.44936 0.55
C 0.21959 -1.30961 0.68633 0.53
N -0.76648 -3.47916 -0.81313 -0.55
N -0.50463 1.72785 0.38964 -0.84
N 0.54877 -2.62375 0.86652 -0.16
N -0.23769 3.96158 -0.25983 -0.38
N 0.54529 2.24816 -1.57536 -0.39
N -0.65415 -0.95150 -0.22271 -0.26
N 0.80013 -0.37394 1.41667 -0.29
H 0.41040 -4.64489 0.48334 0.36
H -1.09226 -4.30106 -1.30554 0.24
H -0.98731 2.13042 1.18744 0.04
H 1.20941 -2.84673 1.59823 0.20
H 0.08659 4.62527 -0.94105 0.18
H -0.68461 4.32227 0.56271 0.19
H 0.55953 1.27360 -1.81089 0.22
H 0.67021 2.91516 -2.31455 0.20
H -1.08819 -1.70431 -0.76707 0.24
H -0.89276 0.05462 -0.22377 0.38
H 1.44222 -0.57243 2.16342 0.16
H 0.48260 0.59611 1.19295 0.43
```

The HOMO energy comes out at -13.010 eV. The net charge is +1. The value obtained for the total energy is -13732.308 eV. The energy above the lowest of the compared OMol25 structures with the same formula, charge and spin comes out at 0.000 eV. The multiplicity is 1.

No. 5
A 2-piece molecular cluster, C3H12NO overall, computed with the ωB97M-V functional and the def2-TZVPD basis.

The geometry in XYZ format:
```
17
Properties=species:S:1:pos:R:3:mulliken_spin:R:1
C 1.88033 0.72760 0.62342 0.22
C 0.41219 0.45861 0.34791 0.57
C -0.20132 1.43993 -0.64470 0.17
N 0.25453 -0.94772 -0.17807 1.98
H 2.25137 0.00654 1.34507 -0.21
H 2.44015 0.66997 -0.30791 -0.06
H 1.98773 1.72824 1.04619 -0.03
H -0.15169 0.46869 1.27897 0.06
H 0.38553 1.44580 -1.56122 -0.10
H -0.15126 2.43000 -0.18087 -0.03
H -1.24506 1.22044 -0.85435 -0.08
H 0.74146 -1.64370 0.44589 -0.59
H -0.74434 -1.23992 -0.19824 -0.41
H 0.64322 -1.00523 -1.14442 -0.68
H -2.78852 -2.49485 0.55067 -0.06
H -3.23534 -1.52129 -0.56201 -0.04
O -2.47901 -1.74311 -0.00635 0.27
```

The HOMO energy (alpha / beta) comes out at -2.971 / -12.206 eV. The value obtained for the total energy is -6840.411 eV. Its expectation value of S² is 0.751. The energy above the lowest of the compared OMol25 structures with the same formula, charge and spin comes out at 0.000 eV. The multiplicity is 2.

No. 6
A 2-piece molecular cluster, C3H12NO overall in a non-equilibrium geometry, computed with the ωB97M-V functional and the def2-TZVPD basis.

The geometry in XYZ format:
```
17
Properties=species:S:1:pos:R:3:mulliken_charge:R:1
C -1.02177 2.23183 -0.37170 -0.86
C -0.93584 0.41157 -1.94323 -0.85
C 0.44105 0.24918 0.18702 -0.76
N -0.73314 0.82338 -0.51457 -0.07
H -0.18253 2.78323 -0.82805 0.38
H -1.09129 2.51441 0.69222 0.36
H -1.95548 2.53106 -0.87693 0.34
H -1.86321 0.84149 -2.35767 0.34
H -0.98990 -0.68702 -2.02557 0.36
H -0.08312 0.76796 -2.54528 0.39
H 1.37397 0.83742 0.20288 0.30
H 0.67055 -0.76452 -0.18225 0.31
H 0.05777 0.16956 1.21822 0.37
H -1.54984 0.36100 -0.05727 0.38
O 2.73865 -3.98549 3.22978 -0.65
H 1.92489 -4.25276 2.74539 0.32
H 3.19929 -4.83233 3.42705 0.33
```

The HOMO energy comes out at -13.629 eV. The net charge is +1. The value obtained for the total energy is -6836.028 eV. The energy above the lowest of the compared OMol25 structures with the same formula, charge and spin comes out at 1.387 eV. The multiplicity is 1.